This record from the Open Molecules 2025 dataset describes a molecular structure, C64H64AsCsN2O6S. The level of theory is wB97M-V/def2-TZVPD.

Element x y z (Å)
1 C 3.80 -0.89 0.26
2 C 0.71 -3.23 5.04
3 H 2.56 3.53 4.91
4 C -4.00 4.66 -1.58
5 H 4.85 1.16 3.10
6 H 4.81 2.68 4.02
7 C 2.90 1.72 3.78
8 O -0.61 -1.09 -4.18
9 C 1.61 0.17 2.57
10 H -4.04 -0.39 -0.04
11 H 2.34 3.17 -4.71
12 C -3.03 -3.27 4.02
13 C -2.22 -2.44 3.24
14 H 2.45 2.04 5.87
15 C -3.01 2.85 -0.38
16 C -3.72 3.76 -5.17
17 C -1.26 -4.27 -3.85
18 H 3.49 5.33 -0.90
19 S -1.36 -0.01 -4.80
20 C 0.59 2.10 1.08
21 O -0.23 1.19 0.54
22 H -2.89 2.50 4.15
23 C -0.17 -3.94 -4.65
24 H -1.33 -0.50 3.12
25 C 0.24 -4.51 -1.96
26 C 2.23 3.88 0.06
27 H -2.90 -3.15 -4.65
28 H -0.19 -5.50 -0.09
29 H -0.34 -3.66 -5.69
30 C 0.27 3.24 -1.14
31 C -2.50 -0.70 4.91
32 H 1.14 4.63 2.27
33 H -2.75 -4.78 -5.32
34 H 5.34 -0.60 -1.21
35 H 0.57 1.77 -3.70
36 Cs -0.12 -0.78 -1.39
37 C 1.75 4.89 -2.07
38 H -0.67 -2.39 1.75
39 H -5.16 -3.20 0.12
40 H -4.22 -4.49 0.89
41 C -1.59 4.21 4.22
42 H 1.99 -5.72 3.15
43 H -2.44 -0.01 0.61
44 H -3.22 -4.28 3.68
45 C 3.48 -1.21 1.58
46 H -1.88 -4.79 -1.87
47 H 0.82 -1.15 4.58
48 As -2.73 -2.51 0.33
49 O -2.27 -0.41 -5.86
50 H 0.54 0.13 2.82
51 H 2.31 -4.09 -2.36
52 H -2.68 2.40 0.55
53 C -0.11 1.01 -5.58
54 C 0.59 4.13 -2.15
55 C 1.87 1.40 1.69
56 C 1.07 3.12 0.00
57 H 2.97 -0.66 -0.40
58 H -4.73 -3.08 1.85
59 C -2.65 -4.19 -4.41
60 H 0.15 -3.06 5.96
61 H -1.61 1.40 2.32
62 C -3.30 -0.68 0.71
63 H -0.13 5.77 4.03
64 C 0.03 1.04 -6.96
65 C 1.02 1.82 -7.53
66 C 0.46 -4.72 -0.49
67 C 2.08 -3.63 2.68
68 O 2.59 2.31 2.54
69 C -0.13 2.90 2.20
70 H -0.60 2.59 -1.20
71 H 0.25 -3.80 0.06
72 N -2.76 2.17 -1.47
73 H -3.71 -1.20 6.61
74 H 0.74 -5.37 5.27
75 H -2.27 0.30 5.25
76 C -3.30 -1.54 5.67
77 C -3.09 2.70 -2.67
78 H -3.72 -0.60 1.71
79 C -3.05 2.53 -5.09
80 C -3.56 -2.83 5.22
81 H -4.48 5.63 -1.64
82 C 1.73 -4.72 3.47
83 C 5.84 -1.48 2.02
84 H -3.38 -4.56 -3.69
85 H 2.63 3.20 -7.18
86 C 0.26 4.15 2.68
87 H 2.07 -2.39 -5.35
88 H 1.49 -4.99 -0.27
89 C 4.52 -1.49 2.46
90 H -4.56 5.44 -4.13
91 C 2.25 -3.41 -5.00
92 H 1.14 2.48 4.75
93 C -4.39 -3.41 0.87
94 O 2.38 0.41 3.76
95 O 1.20 -1.55 0.93
96 C -4.06 4.48 -4.06
97 C 1.11 -3.88 -4.13
98 H -0.06 4.21 -3.02
99 C -2.70 1.98 -3.86
100 H 3.19 -3.42 -4.45
101 C -3.73 3.96 -2.78
102 C -1.28 2.34 2.74
103 C 5.11 -0.86 -0.18
104 C 1.86 2.59 -6.73
105 H 2.51 1.14 0.85
106 C 1.70 2.56 -5.35
107 C 0.72 1.78 -4.77
108 C -1.63 -2.88 1.95
109 H 6.64 -1.71 2.72
110 H -0.64 0.44 -7.57
111 H -4.18 -3.49 5.81
112 C -3.63 4.12 -0.38
113 H 4.66 1.12 4.86
114 C -1.03 -4.56 -2.51
115 C 6.15 -1.16 0.71
116 C -2.00 2.97 3.75
117 H 2.58 -3.79 1.73
118 H -3.97 4.15 -6.15
119 H -1.45 -3.96 1.94
120 H 4.29 -1.73 3.49
121 C 4.41 1.67 3.95
122 C 1.99 -1.23 1.98
123 C 2.22 2.49 4.91
124 C -1.97 -1.15 3.71
125 C 1.08 -2.14 4.25
126 C 1.76 -2.33 3.05
127 H 1.14 1.85 -8.61
128 H 2.37 -4.04 -5.88
129 H -2.81 2.00 -6.00
130 H 2.01 5.58 -2.87
131 C -0.46 4.80 3.67
132 C 1.04 -4.52 4.66
133 H -2.15 4.72 5.00
134 C 2.57 4.75 -0.97
135 C 1.31 -4.17 -2.79
136 N -1.96 0.84 -3.65
137 H 2.90 3.78 0.91
138 H -3.79 4.64 0.55
139 H 7.17 -1.15 0.37

E_LUMO   0.132 Ha
Net charge   -2
Energy above the lowest of the compared OMol25 structures with the same formula, charge and spin   6.0 kJ/mol
Highest occupied orbital energy   -0.091 hartree
Orbital gap   6.091 eV

---

This record from the Open Molecules 2025 dataset describes a molecular structure, C12H18N6S5V. The level of theory is wB97M-V/def2-TZVPD.

Element x y z (Å)
1 C 1.48 3.31 -2.00
2 N -0.05 0.49 -3.79
3 C 2.64 0.25 1.57
4 H 2.24 2.72 -1.49
5 C 0.94 -0.90 2.68
6 C -1.99 -2.60 -0.23
7 S -2.23 3.60 -1.15
8 S -2.04 0.60 -1.19
9 H -1.82 1.64 -3.87
10 C 0.72 1.11 -2.89
11 H -1.59 0.45 -5.17
12 H 2.96 0.70 0.64
13 N -0.92 -1.28 1.36
14 N 0.68 2.43 -2.84
15 C -0.96 -2.36 3.60
16 H -2.05 -2.28 3.61
17 H 3.54 -0.30 4.77
18 S -0.33 2.08 0.58
19 C -1.60 2.18 -0.61
20 C 3.43 0.28 2.69
21 H -3.99 -3.06 -0.17
22 H -0.62 -2.08 4.60
23 H 1.32 -1.35 4.76
24 V -0.01 -0.19 -0.03
25 H -0.71 -3.41 3.45
26 C 1.71 -0.89 3.86
27 H 4.40 0.76 2.66
28 H -0.10 2.87 -3.31
29 N -3.11 -3.23 -0.64
30 H -0.64 1.94 -5.19
31 S -0.61 -2.53 -1.20
32 C -0.35 -1.49 2.56
33 H -0.15 -0.49 -3.62
34 H 0.84 3.78 -1.26
35 H -3.15 -3.49 -1.61
36 C -1.09 1.18 -4.54
37 N 1.43 -0.33 1.54
38 S 1.72 0.13 -1.86
39 H -2.87 -1.93 1.48
40 N -2.00 -2.08 1.00
41 H 1.96 4.06 -2.62
42 C 2.95 -0.31 3.87

E_LUMO (alpha / beta)   0.001 / -0.022 Ha
Multiplicity   4
Energy above the lowest of the compared OMol25 structures with the same formula, charge and spin   0.0 kJ/mol
Highest occupied orbital energy (alpha / beta)   -0.232 / -0.266 hartree
Orbital gap (alpha / beta)   6.338 / 6.630 eV

---

This record from the Open Molecules 2025 dataset describes 2 unconnected molecules or ions with the total composition C4H12. The level of theory is wB97M-V/def2-TZVPD.

Element x y z (Å)
1 H 0.70 0.17 0.45
2 H 1.55 3.04 0.90
3 H -0.85 -2.05 -2.52
4 C -1.62 -1.69 -0.46
5 H -0.85 -0.38 -1.96
6 C 0.88 2.24 1.19
7 C -0.70 -1.41 -1.65
8 H 2.30 0.90 0.23
9 H -0.10 2.39 0.75
10 H 0.35 -1.52 -1.33
11 H -1.87 -2.74 -0.33
12 C 1.43 0.83 0.88
13 H -1.22 -1.29 0.47
14 H 1.84 0.35 1.77
15 H 0.74 2.37 2.26
16 H -2.58 -1.21 -0.65

E_LUMO   0.042 Ha
Energy above the lowest of the compared OMol25 structures with the same formula, charge and spin   19.5 kJ/mol
SMILES string   CC.CC
Highest occupied orbital energy   -0.430 hartree
Orbital gap   12.845 eV

---

This record from the Open Molecules 2025 dataset describes a molecular structure, C5H11NO2. The level of theory is wB97M-V/def2-TZVPD.

Element x y z (Å)
1 C -0.73 0.57 0.35
2 H 1.76 0.12 -1.33
3 O -0.56 1.27 2.11
4 H -1.05 -2.76 -0.80
5 H 0.80 -0.52 1.37
6 H 0.58 2.85 2.15
7 C 1.04 -0.54 -1.81
8 H -1.93 2.14 -0.27
9 H 1.04 -2.08 -0.32
10 O -0.69 -2.11 -1.42
11 N 0.74 1.85 2.22
12 C -0.18 -0.57 0.90
13 C 0.34 -1.39 -0.79
14 H 0.34 0.04 -2.41
15 H 1.58 -1.17 -2.52
16 H 1.02 1.67 3.19
17 H -0.88 -1.27 1.34
18 H -1.71 0.73 -1.47
19 C -1.51 1.17 -0.50

E_LUMO   0.027 Ha
Energy above the lowest of the compared OMol25 structures with the same formula, charge and spin   666.0 kJ/mol
Highest occupied orbital energy   -0.282 hartree
Orbital gap   8.405 eV